[1]
71
Properties=species:S:1:pos:R:3 method="wB97M-V/def2-TZVPD" total_energy_ha=-5467.11341 total_charge=+1 gap_ev=7.37
C 2.8061 -4.5054 0.6824
O 3.5372 -3.6988 -0.2654
B 3.1430 -2.4516 -0.5765
O 2.6497 -2.0985 -1.7809
C 3.4532 -1.2591 0.4796
N 4.5180 -0.4598 0.3408
C 4.5817 0.4417 1.3736
Br 5.9264 1.6790 1.5071
C 3.5213 0.1856 2.1790
I 3.0949 1.1246 3.9437
N 2.8284 -0.8604 1.5885
C 1.5912 -1.5209 2.0467
C 0.4633 -0.6178 2.5588
C -0.9200 -0.9990 1.9920
S -1.0554 -2.7928 1.8428
C -1.8569 -3.1428 0.3287
S -1.4497 -4.5413 -0.3691
N -2.8723 -2.3167 -0.2230
C -3.9489 -2.0793 0.7185
C -4.8072 -3.1432 0.9285
C -5.8485 -3.0395 1.8380
C -6.0352 -1.8627 2.5378
C -5.1868 -0.7885 2.3069
C -4.1420 -0.8915 1.4098
C -2.4559 -1.1885 -0.9929
C -3.4430 -0.3570 -1.5033
C -3.1214 0.7392 -2.2794
C -1.8008 1.0278 -2.5687
C -0.8090 0.2038 -2.0634
C -1.1308 -0.9070 -1.2924
H 3.0957 -4.2643 1.6990
H 1.7341 -4.4022 0.5526
H 3.0598 -5.5357 0.4898
H 1.8204 -2.5264 -2.0302
H 5.1771 -0.5160 -0.4174
H 1.8862 -2.2334 2.8054
H 1.2435 -2.0982 1.2025
H 0.6576 0.4106 2.2789
H 0.4541 -0.6370 3.6396
H -1.6882 -0.6438 2.6636
H -1.0782 -0.4964 1.0496
H -4.6588 -4.0599 0.3861
H -6.4980 -3.8807 2.0012
H -6.8297 -1.7695 3.2545
H -5.3481 0.1331 2.8368
H -3.4987 -0.0472 1.2416
H -4.4770 -0.5602 -1.2929
H -3.8896 1.3787 -2.6561
H -1.5397 1.8691 -3.1837
H 0.2200 0.4111 -2.2857
H -0.3348 -1.5400 -0.9319
C -4.5618 4.5564 0.0958
C -5.9444 5.1396 -0.1377
O -6.3366 4.4918 -1.3521
C -5.6459 3.3414 -1.4755
O -5.8682 2.5043 -2.2874
O -4.6635 3.2759 -0.5416
H -4.3123 4.4355 1.1460
H -3.7781 5.1323 -0.3985
H -6.6507 4.8690 0.6481
H -5.9481 6.2174 -0.2677
C 7.9298 2.6508 -1.6242
C 7.9157 1.8945 -2.9433
O 8.4342 2.8641 -3.8492
C 9.1788 3.7612 -3.1504
O 9.8730 4.5870 -3.6284
O 9.0022 3.5677 -1.8144
H 8.1253 2.0166 -0.7630
H 7.0086 3.2148 -1.4578
H 8.5804 1.0284 -2.9329
H 6.9230 1.5802 -3.2571

[2]
71
Properties=species:S:1:pos:R:3 method="wB97M-V/def2-TZVPD" total_energy_ha=-2637.29069 total_charge=+2 spin_multiplicity=6 gap_ev="4.48 / 3.89"
Rh -0.5925 0.0075 -0.4645
C 0.9856 -0.4757 -3.3804
C 1.7849 0.0588 -2.1813
C 3.1752 0.2465 -2.0240
C 3.3372 0.8852 -0.7514
N 2.1179 1.0315 -0.1899
N 1.1678 0.4786 -1.0787
B 1.6163 1.9030 1.0265
N 0.9180 0.8818 1.9617
C 0.7503 1.0749 3.3244
C -0.3356 0.3412 3.7237
C -0.7612 -0.4056 2.5723
C -1.7666 -1.5446 2.5397
N -0.0001 -0.0709 1.5685
N 0.5532 2.7947 0.2804
C 0.1167 4.1104 0.5647
C -1.2111 4.1945 0.2450
C -1.6170 2.8820 -0.3156
C -2.9274 2.5333 -0.9737
N -0.5571 2.1083 -0.2818
N 2.6923 2.8340 1.6549
C 3.2861 3.9146 1.0115
C 4.3249 4.3704 1.7880
C 4.2249 3.5580 2.9766
C 5.0635 3.7198 4.1865
N 3.2823 2.6367 2.8627
H 0.2304 -1.2010 -3.0908
H 0.4968 0.3771 -3.8282
H 1.6996 -0.9097 -4.0237
H 3.9020 0.0827 -2.7597
H 4.2782 1.0892 -0.2285
H 1.5493 1.6226 3.8245
H -0.8462 0.3231 4.7080
H -2.1066 -1.6917 3.5590
H -2.5885 -1.2916 1.8483
H -1.2592 -2.4581 2.1665
H 0.8213 4.7327 1.0488
H -1.8343 4.9935 0.6092
H -3.0164 3.0719 -1.9357
H -3.0834 1.4694 -1.0788
H -3.7806 2.8918 -0.3459
H 2.9025 4.2295 0.0055
H 4.9880 5.2360 1.6778
H 4.6013 3.9157 5.1447
H 5.7560 2.9328 4.3235
H 5.6772 4.6494 4.0376
O -2.9158 -3.9953 -3.0791
C -3.8961 -3.0990 -2.8272
C -5.1779 -3.4117 -3.3539
C -6.2204 -2.4908 -3.2150
C -6.0072 -1.3634 -2.4728
C -4.8726 -1.2236 -1.7181
C -3.7172 -1.9842 -2.0013
C -2.5212 -1.8312 -1.2388
O -2.4747 -0.7909 -0.4932
N -1.4771 -2.7059 -1.1963
N -0.3807 -2.1239 -0.6300
C 0.5263 -3.0905 -0.3338
S 2.1299 -2.7894 0.5129
C 2.6421 -4.4379 0.4740
C 1.9424 -5.2727 -0.5320
S 0.3709 -4.6395 -1.0659
H -2.1494 -3.7368 -2.4902
H -5.2455 -4.4020 -3.7372
H -7.2176 -2.7751 -3.5363
H -6.7475 -0.5560 -2.4492
H -4.8093 -0.4045 -0.9899
H 2.4102 -4.9207 1.4754
H 3.7032 -4.4150 0.2821
H 1.6014 -6.2669 -0.2207
H 2.4880 -5.4073 -1.4715

[3]
77
Properties=species:S:1:pos:R:3 method="wB97M-V/def2-TZVPD" total_energy_ha=-2926.10643 gap_ev=7.74
Bi 0.7139 -0.2420 0.1914
C 2.6698 -0.5513 2.7065
N 1.2154 -0.7257 2.5171
C 0.4827 0.2068 3.3945
C -1.0045 0.2415 3.0645
N -1.1604 0.7283 1.7052
C -2.3980 0.7877 1.1368
C -3.5646 0.0852 1.5134
F -3.5337 -0.7889 2.5385
C -4.7852 0.2357 0.8790
F -5.8338 -0.4747 1.2968
C -4.9340 1.1054 -0.1850
F -6.1151 1.2696 -0.7880
C -3.8250 1.8303 -0.5837
F -3.9230 2.7099 -1.5875
C -2.6149 1.6624 0.0500
F -1.5947 2.4481 -0.3629
C 0.8239 -2.1203 2.8145
C 0.9956 -3.0112 1.6071
N 0.3378 -2.3924 0.4638
C -0.2427 -3.2119 -0.4695
C -1.1994 -4.1908 -0.1564
F -1.5811 -4.3515 1.1197
C -1.8044 -4.9829 -1.1140
F -2.7208 -5.8799 -0.7440
C -1.5008 -4.8203 -2.4556
F -2.1235 -5.5443 -3.3859
C -0.5498 -3.8777 -2.8041
F -0.2157 -3.7020 -4.0872
C 0.0604 -3.1097 -1.8321
F 1.0015 -2.2386 -2.2232
H 2.9101 -0.5062 3.7733
H 2.9990 0.3581 2.2130
H 3.2000 -1.3863 2.2594
H 0.9136 1.1972 3.2520
H 0.6153 -0.0930 4.4403
H -1.4937 0.9270 3.7723
H -1.4524 -0.7384 3.2221
H -0.2245 -2.1449 3.0984
H 1.4143 -2.4965 3.6567
H 0.5798 -3.9953 1.8252
H 2.0535 -3.1487 1.3678
C -2.5114 -1.2100 -2.1908
O -1.4448 -0.3475 -1.8380
C -1.1284 0.6252 -2.8267
C 0.1947 0.3522 -3.5144
O 1.2155 0.6525 -2.5847
C 2.5295 0.4545 -3.0847
H -3.4486 -0.6480 -2.2685
H -2.5999 -1.9463 -1.3930
H -2.3256 -1.7291 -3.1360
H -1.0250 1.5834 -2.3156
H -1.9286 0.6981 -3.5678
H 0.2759 1.0128 -4.3887
H 0.2704 -0.6835 -3.8613
H 2.7380 1.1530 -3.9030
H 2.6656 -0.5715 -3.4407
H 3.2055 0.6374 -2.2538
C 1.3392 5.7508 0.9421
N 1.8064 4.4173 0.6446
C 3.0307 4.0977 -0.0350
C 3.0959 2.5709 0.1582
O 4.0284 1.9018 -0.2063
N 1.9526 2.1619 0.8291
C 1.2517 3.2807 1.1110
N 0.1595 3.3091 1.8635
H 1.9910 6.4674 0.4500
H 1.3588 5.9416 2.0189
H 0.3231 5.9010 0.5692
H 3.8990 4.5886 0.4084
H 2.9932 4.3378 -1.1006
H -0.4031 2.4026 1.8616
H -0.3682 4.1672 1.8567
O 3.2295 -2.8103 -0.4837
C 3.5642 -1.6427 -0.4845
O 2.8872 -0.5913 -0.1323
H 4.5876 -1.3530 -0.8037